# 1
{"formula": "C18H20N2O3S2", "method": "ωB97M-V/def2-TZVPD", "symbols": ["C", "H", "C", "N", "C", "C", "C", "C", "C", "C", "H", "C", "H", "H", "H", "H", "H", "H", "S", "O", "O", "C", "C", "C", "C", "C", "C", "H", "H", "S", "C", "C", "C", "O", "N", "H", "H", "H", "H", "H", "H", "H", "H", "H", "H"], "coordinates": [[0.591, 1.445, -2.013], [0.689, 1.603, -3.175], [2.017, 2.035, -1.535], [2.119, 1.549, -0.146], [2.777, 0.228, 0.063], [3.326, 0.218, 1.507], [3.978, -0.973, 1.958], [4.138, -1.881, 0.780], [3.502, -1.788, -0.439], [2.892, -0.708, -0.684], [2.327, -0.411, -1.627], [3.568, -2.842, -1.430], [4.655, -3.065, -1.955], [3.642, -3.811, -0.785], [2.875, -2.906, -2.204], [4.634, -2.827, 1.297], [4.582, -1.075, 2.810], [3.277, 1.071, 2.231], [1.105, 2.408, 0.889], [0.515, 3.561, 0.461], [1.536, 2.376, 2.166], [-0.507, 1.256, 1.203], [-1.647, 1.745, 0.764], [-2.816, 0.844, 0.946], [-2.576, -0.359, 0.955], [-1.219, -0.959, 1.526], [-0.194, -0.328, 1.463], [0.814, -0.328, 1.710], [-1.273, -2.034, 1.992], [-3.896, -1.656, 1.624], [-4.873, -1.600, -0.068], [-4.622, -0.594, -1.096], [-4.933, 0.805, -0.330], [-6.032, 1.203, -0.580], [-4.041, 1.250, 0.455], [-4.140, 2.477, 0.767], [-5.172, -0.695, -2.038], [-3.536, -0.547, -0.985], [-5.950, -1.665, 0.295], [-4.756, -2.542, -0.380], [-1.664, 2.586, 0.570], [1.728, 3.108, -1.304], [2.613, 1.528, -2.049], [0.345, 0.243, -1.879], [-0.394, 2.054, -1.730]], "atomic_forces_ev_per_a": [[-1.547, -0.443, -3.081], [-0.663, -0.489, 1.851], [-10.234, 2.639, 6.571], [0.723, 0.561, -0.188], [-0.560, 12.115, 14.333], [0.732, -1.629, -0.062], [-1.579, 2.124, -6.985], [0.722, -2.328, 5.434], [4.799, -5.991, 2.194], [-4.882, 0.499, -10.805], [0.953, -1.610, 0.431], [5.013, -4.746, 0.881], [-2.365, 1.398, 1.057], [-0.922, 1.184, -1.429], [-1.455, 0.114, -0.921], [-0.802, 1.338, -2.438], [0.241, -0.220, 1.201], [-0.282, -0.726, -1.322], [-4.289, -8.550, -1.415], [-0.844, 5.180, -3.770], [4.179, 0.143, 6.867], [4.657, -2.390, -2.435], [-0.834, -14.441, 5.280], [-0.211, 7.492, -4.060], [2.839, -12.874, 6.213], [-9.933, -6.948, -0.116], [5.913, 11.149, -0.680], [1.444, -1.439, 0.790], [-0.083, 1.957, -1.421], [0.421, 2.582, -3.706], [-3.430, -0.304, 3.966], [1.982, 2.932, 3.088], [-2.779, -5.405, -4.729], [-1.525, 2.339, 0.363], [2.006, 9.563, 4.926], [-0.450, -4.889, -1.321], [0.521, 0.142, 0.396], [0.468, -0.405, -2.089], [1.023, 0.673, -0.447], [0.914, -3.564, -1.635], [-1.082, 14.666, -3.802], [1.725, -0.738, -2.016], [6.100, -2.593, -4.742], [0.926, 3.232, 0.014], [2.453, -1.299, -0.239]], "smiles": "CCN(c1cccc(C)c1)S(=O)(=O)c1ccc2c(c1)NC(=O)CCS2", "e_homo_ev": -8.584, "relative_energy_ev": 17.037, "lumo_ev": 0.229}



# 2
{"formula": "C18H20N4O3", "method": "ωB97M-V/def2-TZVPD", "symbols": ["C", "C", "C", "C", "C", "N", "C", "N", "C", "N", "C", "C", "C", "C", "O", "H", "C", "O", "N", "H", "C", "H", "H", "C", "H", "C", "H", "H", "C", "H", "C", "H", "O", "H", "H", "C", "H", "H", "H", "H", "H", "H", "H", "H", "H"], "coordinates": [[-4.283, -2.697, 0.359], [-4.659, -1.280, 0.076], [-5.935, -0.892, -0.198], [-6.225, 0.466, -0.459], [-5.221, 1.372, -0.435], [-3.933, 1.016, -0.165], [-3.608, -0.307, 0.099], [-2.391, -0.712, 0.370], [-1.447, 0.238, 0.375], [-0.136, 0.021, 0.626], [0.528, 1.236, 0.514], [-0.382, 2.217, 0.189], [-1.650, 1.604, 0.108], [-2.956, 2.084, -0.180], [-3.321, 3.215, -0.421], [-0.156, 3.252, 0.036], [1.973, 1.485, 0.656], [2.502, 2.439, 0.112], [2.659, 0.640, 1.468], [2.208, -0.189, 1.812], [4.101, 0.625, 1.512], [4.403, 0.206, 2.474], [4.456, 1.654, 1.436], [4.697, -0.209, 0.350], [5.603, -0.720, 0.708], [5.008, 0.629, -0.899], [6.040, 0.971, -0.909], [4.344, 1.493, -0.935], [4.681, -0.334, -2.036], [4.432, 0.170, -2.966], [3.490, -1.076, -1.441], [3.336, -2.075, -1.854], [3.773, -1.220, -0.058], [2.572, -0.485, -1.578], [5.508, -1.025, -2.208], [0.376, -1.300, 0.876], [1.319, -1.471, 0.355], [0.507, -1.478, 1.948], [-0.372, -2.004, 0.510], [-5.355, 2.427, -0.625], [-7.233, 0.779, -0.676], [-6.732, -1.619, -0.217], [-3.797, -2.762, 1.330], [-5.158, -3.340, 0.345], [-3.566, -3.043, -0.383]], "atomic_forces_ev_per_a": [[0.007, 0.071, -0.007], [-0.595, -0.092, -0.083], [0.476, -0.097, 0.095], [0.226, 0.325, -0.013], [-0.851, 0.206, -0.174], [0.145, -0.393, 0.084], [0.292, -0.005, 0.051], [0.091, -0.364, 0.079], [-0.657, 0.729, -0.196], [-0.192, -0.002, -0.020], [-0.440, 0.812, -0.388], [0.397, -0.212, 0.126], [0.124, -0.595, 0.123], [0.274, 0.187, 0.026], [0.046, 0.019, -0.004], [0.146, 0.179, -0.030], [0.121, -0.117, 0.302], [-0.014, 0.144, -0.081], [-0.021, -0.050, 0.168], [-0.066, 0.105, -0.079], [0.167, -0.174, -0.198], [-0.020, 0.078, -0.042], [0.031, -0.102, 0.114], [0.245, 0.273, 0.166], [-0.109, 0.098, -0.046], [-0.131, -0.165, -0.012], [0.045, 0.049, 0.027], [0.067, 0.017, 0.009], [-0.084, -0.095, 0.190], [0.016, 0.005, -0.077], [-0.076, -0.004, -0.379], [-0.027, 0.087, -0.012], [0.161, -0.118, 0.209], [0.031, -0.063, -0.007], [-0.007, -0.027, -0.058], [0.076, -0.447, 0.019], [-0.043, 0.058, 0.042], [0.027, -0.021, -0.047], [0.113, 0.006, 0.075], [0.039, -0.062, 0.017], [-0.053, 0.121, -0.027], [-0.039, -0.130, 0.016], [0.054, -0.094, 0.055], [-0.068, -0.038, -0.006], [0.073, -0.101, -0.006]], "smiles": "Cc1cccn2c(=O)c3cc(C(=O)NC[C@@H]4CCCO4)n(C)c3nc12", "e_homo_ev": -7.597, "relative_energy_ev": 0.301, "lumo_ev": 0.117}



# 3
{"formula": "C18H20N4O6", "method": "ωB97M-V/def2-TZVPD", "symbols": ["C", "H", "O", "C", "C", "C", "C", "C", "C", "O", "C", "H", "H", "H", "O", "C", "H", "H", "H", "H", "N", "C", "O", "N", "N", "C", "O", "C", "C", "C", "C", "N", "C", "H", "H", "H", "C", "C", "O", "H", "H", "H", "H", "H", "H", "H", "H", "H"], "coordinates": [[-6.560, -1.778, -0.673], [-6.029, -2.285, -1.486], [-6.063, -0.481, -0.456], [-4.748, -0.327, -0.108], [-3.888, -1.404, 0.092], [-2.576, -1.201, 0.489], [-2.111, 0.089, 0.718], [-2.939, 1.175, 0.476], [-4.269, 0.981, 0.049], [-4.990, 2.129, -0.117], [-6.028, 2.169, -1.071], [-6.932, 1.674, -0.710], [-6.231, 3.228, -1.229], [-5.722, 1.714, -2.016], [-2.561, 2.467, 0.622], [-1.245, 2.740, 1.051], [-1.155, 3.824, 1.033], [-1.079, 2.383, 2.073], [-0.495, 2.300, 0.387], [-1.115, 0.245, 1.098], [-1.747, -2.317, 0.698], [-0.422, -2.458, 0.396], [0.242, -3.397, 0.791], [0.085, -1.537, -0.491], [1.472, -1.385, -0.557], [1.989, -0.143, -0.319], [1.241, 0.827, -0.237], [3.442, -0.083, -0.267], [4.358, -1.135, -0.351], [5.611, -0.540, -0.236], [5.431, 0.844, -0.083], [4.108, 1.116, -0.103], [3.520, 2.421, 0.022], [2.902, 2.647, -0.848], [4.320, 3.154, 0.105], [2.883, 2.472, 0.907], [6.726, 1.403, 0.032], [7.570, 0.335, -0.059], [6.926, -0.848, -0.220], [8.641, 0.292, -0.022], [7.009, 2.427, 0.161], [4.141, -2.175, -0.482], [1.963, -2.240, -0.335], [-0.389, -0.651, -0.636], [-2.174, -3.141, 1.097], [-4.234, -2.415, -0.049], [-6.508, -2.388, 0.234], [-7.603, -1.645, -0.956]], "atomic_forces_ev_per_a": [[-0.097, -0.230, -0.034], [-0.009, 0.018, 0.045], [0.413, 0.371, 0.186], [-0.022, 0.210, 0.049], [0.061, -0.133, -0.021], [-0.275, 0.423, -0.068], [0.047, 0.010, 0.063], [-0.300, 0.035, -0.194], [0.016, 0.232, -0.044], [0.206, -0.359, 0.351], [-0.368, 0.133, -0.247], [0.108, 0.092, -0.078], [0.006, -0.063, -0.040], [0.003, 0.006, 0.029], [-0.382, -0.240, -0.085], [0.291, 0.040, 0.035], [0.015, -0.060, 0.037], [0.000, -0.008, -0.035], [-0.080, 0.002, 0.053], [0.119, 0.041, 0.032], [-0.259, -0.285, 0.250], [0.120, 0.023, -0.233], [0.249, -0.165, 0.149], [0.087, 0.573, -0.183], [-0.240, -0.424, 0.171], [-0.413, -0.320, -0.128], [0.074, 0.077, 0.054], [0.368, -0.283, 0.035], [-0.043, 0.005, -0.007], [-0.635, 1.453, 0.163], [0.149, -1.308, -0.145], [0.089, -0.320, -0.036], [-0.350, 0.529, 0.046], [0.085, 0.034, 0.098], [0.017, -0.038, -0.002], [0.082, 0.047, -0.084], [0.417, -0.064, 0.004], [-0.105, 0.736, 0.083], [0.071, -0.507, -0.057], [0.128, -0.090, -0.006], [0.174, 0.189, 0.029], [-0.135, -0.221, -0.049], [-0.047, 0.134, -0.050], [0.129, -0.219, 0.002], [0.211, 0.077, -0.020], [-0.056, -0.105, -0.088], [0.012, 0.018, -0.044], [0.067, -0.070, 0.017]], "smiles": "COc1cc(NC(=O)NNC(=O)c2cc3occc3n2C)cc(OC)c1OC", "e_homo_ev": -7.799, "relative_energy_ev": 2.197, "lumo_ev": 0.654}



# 4
{"formula": "C18H20N4O7RuS2", "method": "ωB97M-V/def2-TZVPD", "symbols": ["Ru", "O", "C", "O", "C", "O", "C", "C", "O", "O", "H", "H", "H", "H", "H", "S", "C", "C", "C", "C", "C", "C", "S", "H", "H", "H", "H", "C", "N", "C", "C", "N", "H", "H", "H", "H", "H", "H", "C", "N", "C", "C", "C", "O", "N", "C", "O", "H", "H", "H", "H", "H"], "coordinates": [[-0.797, 0.130, 0.170], [-3.789, -0.918, -3.140], [-3.132, -0.455, -2.065], [-1.962, -0.169, -2.104], [-4.000, -0.369, -0.848], [-3.347, 0.468, 0.071], [-3.878, 0.432, 1.395], [-2.930, -0.242, 2.408], [-3.382, -0.425, 3.530], [-1.765, -0.540, 1.981], [-3.127, -1.008, -3.842], [-4.098, -1.398, -0.478], [-4.982, 0.027, -1.125], [-4.828, -0.103, 1.415], [-4.043, 1.461, 1.713], [-1.277, 2.549, -0.011], [0.122, 3.379, 0.623], [0.243, 4.758, 0.413], [1.276, 5.488, 0.971], [2.218, 4.845, 1.768], [2.125, 3.480, 1.970], [1.102, 2.718, 1.390], [1.077, 0.990, 1.640], [-0.507, 5.251, -0.194], [1.341, 6.556, 0.796], [3.022, 5.406, 2.230], [2.856, 2.970, 2.589], [3.754, -0.380, -0.597], [3.239, 0.785, -1.319], [3.753, 2.073, -0.855], [1.950, 0.736, -1.647], [0.841, 0.687, -1.971], [3.510, -0.313, 0.467], [4.835, -0.423, -0.736], [3.293, -1.279, -0.997], [3.572, 2.207, 0.212], [3.260, 2.879, -1.394], [4.825, 2.110, -1.054], [1.999, -3.964, -0.114], [0.558, -3.843, -0.216], [-0.269, -4.934, -0.287], [-1.598, -4.792, -0.362], [-2.184, -3.446, -0.364], [-3.402, -3.292, -0.462], [-1.318, -2.394, -0.263], [-0.004, -2.575, -0.204], [0.778, -1.589, -0.128], [2.257, -5.020, -0.061], [2.361, -3.454, 0.778], [2.485, -3.519, -0.983], [0.226, -5.897, -0.281], [-2.258, -5.643, -0.423]], "atomic_forces_ev_per_a": [[-0.103, 0.298, 0.363], [-0.026, -0.006, -0.015], [-0.009, -0.009, 0.061], [-0.004, 0.045, -0.038], [-0.026, 0.001, -0.003], [0.009, 0.016, 0.024], [0.114, -0.116, 0.070], [-0.200, 0.085, -0.149], [0.043, -0.020, -0.009], [0.106, -0.048, -0.054], [0.005, -0.001, 0.007], [-0.010, 0.046, -0.037], [-0.016, 0.021, -0.020], [-0.005, 0.014, -0.004], [0.024, 0.020, 0.013], [-0.005, -0.262, -0.052], [0.124, 0.023, 0.060], [-0.005, -0.007, 0.012], [-0.007, 0.028, -0.013], [0.027, 0.004, 0.011], [0.010, -0.005, -0.013], [-0.072, 0.075, -0.046], [0.025, -0.046, -0.121], [0.003, -0.008, 0.007], [0.000, -0.009, 0.002], [-0.008, -0.005, -0.003], [-0.008, 0.003, -0.010], [-0.023, 0.017, 0.002], [0.000, -0.087, 0.032], [-0.013, 0.002, -0.026], [0.023, 0.135, 0.072], [0.040, -0.055, -0.138], [-0.003, 0.002, -0.010], [0.009, 0.014, -0.008], [0.000, 0.005, -0.002], [-0.016, -0.006, 0.023], [-0.009, -0.008, 0.006], [-0.004, -0.005, -0.012], [-0.011, 0.000, 0.004], [-0.051, 0.086, 0.026], [-0.018, 0.076, -0.018], [0.032, -0.004, 0.004], [-0.033, -0.090, 0.048], [0.032, -0.089, -0.007], [0.119, 0.079, -0.167], [0.025, -0.046, 0.027], [-0.094, -0.147, 0.102], [-0.004, -0.005, 0.003], [0.000, 0.004, -0.010], [0.003, -0.009, -0.002], [0.002, -0.002, 0.003], [0.005, -0.007, 0.006]], "e_homo_ev": [-4.176, -4.309], "relative_energy_ev": 0.948, "lumo_ev": [2.596, 2.122], "charge": -1, "spin_multiplicity": 6, "s2": 8.762}



# 5
{"formula": "C18H20N8OsSe", "method": "ωB97M-V/def2-TZVPD", "symbols": ["Os", "N", "C", "C", "N", "C", "C", "N", "C", "C", "N", "H", "H", "H", "H", "H", "H", "C", "C", "N", "C", "C", "N", "H", "H", "H", "H", "H", "H", "C", "N", "C", "Se", "N", "C", "C", "C", "C", "C", "C", "H", "H", "H", "H", "H", "H", "H", "H"], "coordinates": [[-0.041, 0.056, 0.149], [0.202, 1.819, 4.218], [0.217, 0.618, 4.826], [0.107, -0.335, 3.821], [0.025, 0.288, 2.632], [0.090, 1.610, 2.883], [0.039, 2.532, 1.796], [-0.078, 2.067, 0.523], [-0.064, 3.148, -0.301], [0.059, 4.280, 0.470], [0.118, 3.876, 1.764], [0.272, 2.702, 4.711], [0.304, 0.493, 5.890], [0.085, -1.401, 3.932], [-0.130, 3.073, -1.373], [0.104, 5.312, 0.173], [0.215, 4.505, 2.554], [1.840, -2.309, -0.246], [2.580, -1.028, -0.246], [1.952, 0.167, -0.136], [2.915, 1.133, -0.211], [4.132, 0.517, -0.346], [3.893, -0.826, -0.370], [0.743, -2.119, -0.203], [2.120, -2.946, 0.598], [2.050, -2.881, -1.154], [2.703, 2.186, -0.200], [5.119, 0.939, -0.413], [4.609, -1.536, -0.499], [-4.806, -0.208, 2.009], [-5.069, -0.211, 0.597], [-4.161, -0.289, -0.407], [-2.340, -0.654, -0.178], [-4.809, -0.255, -1.592], [-6.159, -0.145, -1.366], [-7.253, -0.092, -2.226], [-8.508, 0.017, -1.632], [-8.672, 0.044, -0.231], [-7.591, -0.016, 0.632], [-6.319, -0.110, 0.049], [-3.733, -0.224, 2.190], [-5.250, -1.086, 2.487], [-5.236, 0.684, 2.469], [-4.382, -0.318, -2.512], [-7.149, -0.150, -3.299], [-9.386, 0.076, -2.260], [-9.671, 0.106, 0.181], [-7.730, -0.005, 1.702]], "atomic_forces_ev_per_a": [[0.113, 0.547, 4.848], [-0.055, 0.253, -1.049], [-0.103, -1.380, -0.448], [0.078, -0.480, 1.291], [0.133, 1.408, -2.885], [-0.023, -0.153, 0.410], [-0.023, 0.109, -0.755], [-0.076, -0.256, 0.990], [0.041, 0.962, -0.177], [-0.104, -0.272, -0.985], [-0.021, -0.662, 0.181], [-0.005, 0.014, -0.109], [0.013, -0.002, 0.104], [0.020, -0.189, 0.026], [-0.027, 0.005, -0.028], [0.005, 0.120, 0.024], [-0.006, -0.086, -0.037], [0.324, -0.250, -0.059], [0.281, -0.459, -0.325], [-0.769, -0.623, -0.495], [1.216, 0.624, 0.016], [-0.702, 1.139, 0.088], [-0.817, -0.484, 0.113], [0.009, -0.191, 0.013], [-0.215, 0.118, 0.050], [-0.215, 0.045, -0.031], [-0.023, 0.040, 0.078], [0.103, 0.014, -0.078], [-0.128, -0.063, 0.088], [0.071, -0.031, 1.144], [-0.424, 0.527, -0.839], [0.545, 0.269, 0.643], [0.526, -0.096, -1.501], [-0.172, -0.419, -0.083], [-0.105, -0.007, -0.036], [-0.571, 0.140, 0.093], [0.948, -0.093, -0.872], [0.593, 0.013, 1.070], [-0.382, -0.104, -0.153], [-0.161, -0.079, -0.078], [-0.017, 0.028, -0.044], [0.042, 0.029, -0.165], [0.043, -0.028, -0.138], [0.033, -0.034, 0.161], [0.033, 0.059, -0.069], [-0.016, -0.071, -0.060], [0.002, 0.045, 0.005], [-0.013, 0.006, 0.064]], "e_homo_ev": [-19.762, -19.686], "lumo_ev": [-15.941, -15.982], "charge": 4}